(1)
Below is a structure of composition C11H14N2O4 at a distorted geometry, with properties calculated with the ωB97M-V functional and the def2-TZVPD basis.

E_tot, eV: -22800.7613
Max |F|, eV Å⁻¹: 6.13
HOMO energy, Eh: -0.3212
Multiplicity: 1
Charge: 0
Orbital gap, eV: 8.92

The geometry in XYZ format:
```
31
C11H14N2O4 (the ωB97M-V functional and the def2-TZVPD basis)
C -2.976 -1.258 0.802
C -3.314 -0.654 -0.632
C -0.943 0.317 -0.409
C -1.134 1.929 -0.045
C 0.157 -0.076 -1.416
C 1.448 -0.147 -0.815
C 2.132 -1.335 -0.395
C 2.095 1.030 -0.736
C 3.410 -1.419 0.040
C 3.390 1.080 -0.007
C 4.053 -0.103 0.181
H -2.275 -0.421 2.811
H -4.049 -0.320 2.765
H -3.795 -2.095 0.865
H -2.077 -1.865 0.815
H -2.636 0.695 -1.877
H -0.863 -0.259 0.505
H -0.203 -1.208 -1.688
H -0.015 0.571 -2.213
H 1.542 -2.151 -0.497
H 1.772 2.039 -1.164
H 4.105 -2.270 0.202
H 3.867 2.104 0.320
H 5.751 0.694 0.945
H -2.706 1.408 1.093
N -3.013 -0.238 2.001
N -2.296 0.232 -1.044
O -4.283 -1.081 -1.298
O -0.531 2.733 -0.678
O 5.420 -0.178 0.609
O -2.032 2.247 0.961
```

(2)
Below is a structure of composition C39H38F9MnN11O5P2S at a distorted geometry, with properties calculated with the ωB97M-V functional and the def2-TZVPD basis.

E_tot, eV: -152873.3226
Max |F|, eV Å⁻¹: 3.58
HOMO energy (alpha / beta), Eh: -0.4050 / -0.3835
Multiplicity: 5
Charge: +1
Orbital gap (alpha / beta), eV: 7.84 / 3.62

The geometry in XYZ format:
```
106
C39H38F9MnN11O5P2S (the ωB97M-V functional and the def2-TZVPD basis)
Mn -0.805 2.195 -0.619
C 0.382 0.080 4.468
N -0.028 0.958 3.346
C 0.356 1.003 2.080
N -0.377 1.924 1.441
C -1.184 2.437 2.414
N -1.006 1.864 3.569
C 0.332 -1.395 4.126
C -0.715 -2.207 4.551
C -0.742 -3.552 4.209
C 0.252 -4.109 3.423
C 1.300 -3.304 2.984
C 1.343 -1.954 3.349
C 2.330 -3.826 2.091
N 2.544 -5.031 1.685
N 3.568 -4.969 0.761
C 3.897 -3.729 0.665
O 3.167 -2.941 1.489
C 4.833 -3.093 -0.248
C 5.551 -3.830 -1.189
C 6.346 -3.161 -2.107
C 6.417 -1.769 -2.101
C 5.725 -1.049 -1.138
C 5.766 0.454 -1.064
N 4.441 0.949 -0.709
C 3.308 0.894 -1.416
N 2.286 1.296 -0.672
C 2.891 1.579 0.517
N 4.184 1.381 0.534
C 4.951 -1.717 -0.209
H -0.316 0.343 5.257
H 1.389 0.347 4.788
H 1.113 0.378 1.636
H -1.931 3.182 2.246
H -1.519 -1.788 5.146
H -1.552 -4.185 4.550
H 0.198 -5.154 3.145
H 2.210 -1.363 3.071
H 5.473 -4.909 -1.189
H 6.910 -3.720 -2.841
H 7.015 -1.253 -2.844
H 6.094 0.893 -2.005
H 6.436 0.795 -0.277
H 3.273 0.564 -2.441
H 2.366 1.942 1.380
H 4.417 -1.165 0.555
C -2.179 1.977 -4.007
P -0.842 2.678 -3.008
C 0.593 2.520 -4.129
C -1.149 4.488 -3.100
C -0.249 5.228 -2.111
P -0.497 4.543 -0.427
C 0.894 5.269 0.488
C -1.930 5.493 0.151
H -2.114 2.386 -5.015
H -3.139 2.232 -3.570
H -2.093 0.891 -4.047
H 0.333 3.018 -5.062
H 0.806 1.473 -4.344
H 1.479 2.990 -3.702
H -2.200 4.656 -2.864
H -0.981 4.821 -4.125
H -0.470 6.296 -2.088
H 0.805 5.102 -2.371
H 0.862 6.349 0.348
H 1.831 4.883 0.102
H 0.821 5.042 1.553
H -1.622 6.531 0.274
H -2.335 5.120 1.088
H -2.716 5.429 -0.596
O -3.763 -4.751 2.820
S -2.847 -5.866 2.693
O -3.444 -7.173 2.658
O -1.651 -5.742 3.523
C -2.093 -5.614 1.033
N -1.725 -6.655 0.278
C -1.109 -6.367 -0.863
C -0.837 -5.062 -1.264
C -1.257 -4.064 -0.405
N -1.880 -4.342 0.733
C -1.065 -2.613 -0.590
C -1.630 -1.779 0.376
C -1.522 -0.425 0.246
N -0.844 0.167 -0.757
C -0.288 -0.632 -1.689
C -0.386 -2.004 -1.652
H -0.811 -7.212 -1.474
H -0.300 -4.868 -2.183
H -2.183 -2.219 1.196
H -2.009 0.223 0.960
H 0.226 -0.140 -2.506
H 0.067 -2.586 -2.442
F -4.684 1.174 -2.588
C -4.595 0.920 -1.269
F -5.754 0.419 -0.872
F -3.659 -0.020 -1.124
C -4.183 2.217 -0.479
O -2.839 2.429 -0.522
C -4.693 2.052 0.992
F -6.007 2.162 1.108
F -4.147 2.995 1.778
F -4.312 0.866 1.477
C -4.980 3.410 -1.108
F -5.010 4.460 -0.275
F -6.226 3.101 -1.423
F -4.361 3.834 -2.232
```

(3)
Below is a structure of composition ClFN2O3 at a distorted geometry, with properties calculated with the ωB97M-V functional and the def2-TZVPD basis.

E_tot, eV: -24352.8431
Max |F|, eV Å⁻¹: 5.83
HOMO energy (alpha / beta), Eh: -0.4132 / -0.4132
Multiplicity: 1
Charge: 0
Orbital gap (alpha / beta), eV: 8.53 / 8.53

The geometry in XYZ format:
```
7
ClFN2O3 (the ωB97M-V functional and the def2-TZVPD basis)
N 0.823 -0.655 0.142
N 0.020 0.555 -0.562
O 0.395 -1.660 -0.223
O 1.746 -0.348 0.773
O -1.078 0.389 -0.890
F 0.446 1.882 0.335
Cl -2.352 -0.163 0.425
```

(4)
Below is a cluster of 2 separate species, C5H11N4O5P in total at a distorted geometry, with properties calculated with the ωB97M-V functional and the def2-TZVPD basis.

E_tot, eV: -30842.2782
Max |F|, eV Å⁻¹: 7.59
HOMO energy, Eh: -0.2480
Multiplicity: 1
Charge: 0
Orbital gap, eV: 5.13

The geometry in XYZ format:
```
26
C5H11N4O5P (the ωB97M-V functional and the def2-TZVPD basis)
C -2.985 -2.143 1.019
C -2.584 -0.775 1.821
C -1.409 -0.078 0.964
N -0.099 -0.581 1.336
C 0.793 0.153 0.422
P 2.640 -0.213 0.527
N 3.397 0.583 -0.621
O 2.800 -1.936 0.390
O 3.247 0.329 2.033
C -0.036 1.083 -0.483
N -1.452 0.903 -0.085
H -2.958 -3.076 1.676
H -2.197 -2.310 0.183
H -3.984 -1.953 0.498
H -2.217 -1.000 2.897
H -3.449 -0.034 1.906
H 0.173 -1.289 2.029
H 3.844 -0.146 -1.204
H 2.107 -2.292 -0.214
H 2.666 0.048 2.784
H 0.375 1.754 -1.312
H -2.302 1.331 -0.474
N 0.907 2.910 -4.026
O 1.225 2.963 -2.815
O -0.181 3.382 -4.403
O 1.678 2.387 -4.847
```

(5)
Below is a cluster of 2 separate species, C4H7Cl2P in total at a distorted geometry, with properties calculated with the ωB97M-V functional and the def2-TZVPD basis.

E_tot, eV: -38592.1322
Max |F|, eV Å⁻¹: 4.73
HOMO energy, Eh: -0.3408
Multiplicity: 1
Charge: 0
Orbital gap, eV: 8.79

The geometry in XYZ format:
```
14
C4H7Cl2P (the ωB97M-V functional and the def2-TZVPD basis)
P -2.952 -1.037 1.386
C -3.734 -0.040 0.298
Cl -3.756 1.664 0.706
Cl -4.613 -0.233 -1.114
H -3.459 -2.255 1.040
C -0.461 -0.519 -1.475
C -0.137 0.488 -0.789
C 0.151 0.371 0.703
H -0.439 -1.448 -1.005
H -0.579 -0.508 -2.516
H -0.169 1.464 -1.265
H 0.635 1.299 1.033
H -0.924 0.342 1.188
H 0.691 -0.568 0.723
```

(6)
Below is a structure of composition H24O12 at a distorted geometry, with properties calculated with the ωB97M-V functional and the def2-TZVPD basis.

E_tot, eV: -24952.4198
Max |F|, eV Å⁻¹: 8.85
HOMO energy, Eh: -0.3202
Multiplicity: 1
Charge: 0
Orbital gap, eV: 7.85

The geometry in XYZ format:
```
36
H24O12 (the ωB97M-V functional and the def2-TZVPD basis)
O 2.922 9.206 -11.371
H 3.813 9.046 -11.682
H 2.885 8.776 -10.517
O 3.241 7.933 -9.474
H 3.012 7.187 -8.921
H 4.196 7.899 -9.541
O 2.553 8.381 -6.006
H 2.942 9.181 -6.359
H 3.215 8.034 -5.409
O 4.421 10.772 -9.797
H 3.679 11.306 -9.511
H 5.168 11.117 -9.307
O 4.296 9.698 -7.551
H 4.867 9.489 -6.811
H 4.714 9.277 -8.302
O 0.530 8.382 -7.689
H 0.768 7.701 -7.060
H 0.959 9.173 -7.361
O 2.299 10.169 -7.969
H 3.231 10.059 -7.782
H 2.142 9.620 -8.737
O -0.065 10.631 -7.562
H 0.457 10.738 -8.357
H -0.972 10.696 -7.860
O 1.636 12.469 -7.438
H 1.913 11.554 -7.391
H 2.039 12.881 -6.674
O 4.835 11.916 -7.498
H 4.560 11.000 -7.509
H 5.605 11.942 -8.066
O 0.968 8.099 -10.515
H 0.801 8.963 -10.139
H 1.039 8.257 -11.456
O 0.741 10.226 -9.893
H -0.164 10.209 -10.206
H 1.157 10.921 -10.403
```